No. 1
The following is a DFT calculation (ωB97M-V with the def2-TZVPD basis set) of C19H26N4O3 in the gas phase.

Last column: Löwdin charge in e.
CARTESIAN COORDINATES (ANGSTROEM)
C -5.002 1.952 -1.541  -0.08
O -4.636 1.033 -0.531  -0.11
C -3.380 0.467 -0.690  -0.23
C -3.286 -0.910 -0.828  0.00
C -2.067 -1.545 -0.960  -0.03
C -0.886 -0.804 -0.980  -0.25
N 0.363 -1.363 -1.181  0.08
C 0.660 -2.724 -0.798  -0.30
C 2.078 -3.092 -1.246  -0.14
C 3.137 -2.345 -0.437  -0.17
C 2.876 -2.503 1.063  -0.14
N 1.526 -2.101 1.391  -0.04
C 1.101 -0.988 2.020  -0.43
O -0.074 -0.771 2.247  0.07
C 2.137 0.078 2.418  -0.02
N 2.168 1.059 1.367  -0.14
C 1.757 2.340 1.421  -0.05
C 1.913 2.868 0.162  -0.02
C 2.422 1.811 -0.612  -0.37
C 2.756 1.812 -2.062  -0.03
N 2.563 0.726 0.136  0.11
C 0.538 -2.928 0.728  -0.08
C -0.982 0.580 -0.835  0.07
C -2.198 1.217 -0.675  -0.21
O -2.188 2.593 -0.516  -0.11
C -2.625 3.019 0.761  -0.07
H -5.972 2.351 -1.248  0.09
H -5.093 1.447 -2.510  0.10
H -4.281 2.768 -1.635  0.09
H -4.200 -1.484 -0.819  0.12
H -2.048 -2.619 -1.056  0.10
H 1.113 -0.718 -0.960  0.09
H -0.054 -3.386 -1.299  0.14
H 2.191 -2.864 -2.307  0.12
H 2.212 -4.169 -1.115  0.12
H 4.127 -2.736 -0.672  0.11
H 3.124 -1.280 -0.673  0.07
H 3.608 -1.929 1.627  0.11
H 2.978 -3.558 1.348  0.13
H 3.139 -0.322 2.588  0.11
H 1.778 0.563 3.328  0.14
H 1.392 2.776 2.330  0.12
H 1.689 3.862 -0.164  0.10
H 3.386 2.667 -2.303  0.08
H 1.846 1.882 -2.657  0.08
H 3.278 0.896 -2.326  0.07
H -0.450 -2.616 1.071  0.12
H 0.703 -3.977 0.988  0.13
H -0.091 1.188 -0.824  0.11
H -3.647 2.692 0.972  0.09
H -1.962 2.633 1.542  0.09
H -2.582 4.107 0.748  0.09

## Properties
Gap between HOMO and LUMO in eV: 8.095
Structure (SMILES): COc1ccc(N[C@H]2CCCN(C(=O)Cn3ccc(C)n3)C2)cc1OC

***

No. 2
The following is a DFT calculation (ωB97M-V with the def2-TZVPD basis set) of C19H26N4O3 in the gas phase.

Last column: Löwdin charge in e.
CARTESIAN COORDINATES (ANGSTROEM)
C 0.759 -3.388 0.058  -0.05
O 0.181 -2.095 0.058  -0.13
C 0.359 -1.301 1.222  -0.36
C -0.447 -0.009 1.026  -0.42
O -0.480 0.826 1.916  0.07
N -1.078 0.116 -0.150  0.10
C -1.869 1.292 -0.472  -0.14
C -2.085 1.459 -1.979  -0.35
C -2.215 2.949 -2.290  -0.06
C -3.299 0.667 -2.501  -0.41
C -3.286 -0.801 -2.075  -0.08
C -3.412 0.743 -4.023  -0.08
C 1.835 -0.976 1.516  -0.05
C 2.306 -1.988 2.570  -0.10
N 1.090 -2.690 2.991  -0.02
C 1.180 -3.979 3.396  -0.43
O 2.243 -4.575 3.470  0.08
C -0.090 -4.685 3.776  -0.11
C -1.099 -4.092 4.527  -0.08
N -2.196 -4.730 4.927  0.09
C -2.331 -6.001 4.578  -0.08
C -1.370 -6.692 3.840  -0.19
C -1.578 -8.074 3.506  -0.18
N -1.753 -9.177 3.236  0.16
C -0.219 -6.024 3.446  0.05
C -0.104 -2.005 2.503  -0.05
H 0.653 -3.771 -0.954  0.10
H 1.820 -3.365 0.317  0.10
H 0.238 -4.065 0.742  0.09
H -1.005 -0.651 -0.797  0.12
H -2.836 1.249 0.044  0.14
H -1.341 2.153 -0.062  0.12
H -1.189 1.078 -2.488  0.15
H -3.089 3.369 -1.784  0.09
H -1.337 3.494 -1.944  0.08
H -2.323 3.139 -3.357  0.07
H -4.191 1.133 -2.065  0.14
H -2.404 -1.314 -2.475  0.09
H -3.292 -0.923 -0.992  0.07
H -4.162 -1.317 -2.469  0.08
H -2.505 0.352 -4.492  0.09
H -4.252 0.142 -4.375  0.08
H -3.565 1.760 -4.382  0.07
H 2.414 -1.028 0.594  0.13
H 1.890 0.039 1.903  0.12
H 3.018 -2.719 2.190  0.12
H 2.769 -1.495 3.426  0.13
H -1.011 -3.057 4.838  0.12
H -3.235 -6.507 4.897  0.12
H 0.570 -6.527 2.903  0.14
H -0.439 -1.245 3.212  0.14
H -0.920 -2.696 2.303  0.14

## Properties
Gap between HOMO and LUMO in eV: 9.565
Structure (SMILES): CO[C@]1(C(=O)NC[C@H](C)C(C)C)CCN(C(=O)c2cncc(C#N)c2)C1

***

No. 3
The following is a DFT calculation (ωB97M-V with the def2-TZVPD basis set) of C19H26N4O3 in the gas phase.

Last column: Löwdin charge in e.
CARTESIAN COORDINATES (ANGSTROEM)
C -5.330 -2.634 0.281  -0.09
O -4.366 -1.613 0.261  -0.12
C -4.759 -0.339 -0.075  -0.20
C -6.082 0.009 -0.308  -0.03
C -6.441 1.319 -0.580  -0.10
C -5.470 2.299 -0.630  -0.10
C -4.147 1.959 -0.426  -0.03
C -3.754 0.650 -0.149  -0.16
N -2.392 0.399 -0.001  -0.10
C -1.822 -0.903 -0.268  -0.15
C -0.361 -0.710 -0.704  -0.15
N 0.439 0.017 0.265  -0.16
C 0.846 -0.755 1.422  -0.17
C 2.061 -1.628 1.074  -0.09
N 3.067 -0.829 0.419  0.06
C 3.358 -0.904 -0.912  -0.38
O 2.906 -1.696 -1.699  0.10
C 4.370 0.202 -1.167  -0.17
C 5.816 -0.218 -1.452  -0.11
C 6.610 0.962 -0.880  -0.15
C 5.776 1.455 0.317  -0.12
N 4.464 0.869 0.114  0.00
C 3.796 0.172 1.074  -0.46
O 3.810 0.360 2.264  0.11
C -0.203 1.280 0.571  -0.16
C -1.657 1.107 1.027  -0.14
H -4.786 -3.544 0.530  0.09
H -5.812 -2.758 -0.694  0.10
H -6.095 -2.454 1.045  0.10
H -6.856 -0.740 -0.255  0.10
H -7.480 1.562 -0.747  0.10
H -5.737 3.324 -0.841  0.10
H -3.383 2.719 -0.497  0.11
H -1.869 -1.559 0.615  0.12
H -2.375 -1.377 -1.077  0.13
H -0.346 -0.128 -1.631  0.13
H 0.103 -1.675 -0.904  0.11
H 0.058 -1.406 1.829  0.12
H 1.152 -0.057 2.205  0.12
H 1.796 -2.427 0.379  0.12
H 2.480 -2.055 1.989  0.13
H 3.997 0.880 -1.942  0.17
H 6.003 -0.383 -2.510  0.12
H 6.044 -1.136 -0.908  0.13
H 7.616 0.673 -0.582  0.11
H 6.688 1.751 -1.628  0.11
H 6.173 1.119 1.278  0.12
H 5.703 2.546 0.339  0.12
H -0.191 1.879 -0.346  0.12
H 0.376 1.802 1.335  0.12
H -1.676 0.540 1.974  0.13
H -2.115 2.079 1.206  0.12

## Properties
Gap between HOMO and LUMO in eV: 8.254
Structure (SMILES): COc1ccccc1N1CCN(CCN2C(=O)[C@@H]3CCCN3C2=O)CC1

***

No. 4
The following is a DFT calculation (ωB97M-V with the def2-TZVPD basis set) of C19H26N4O4S2 in the gas phase in a non-equilibrium geometry.

Last column: Löwdin charge in e.
CARTESIAN COORDINATES (ANGSTROEM)
C -2.087 4.603 0.987  -0.10
N -1.125 4.341 2.038  -0.33
C -0.621 5.533 2.682  -0.11
S 0.131 3.344 1.544  0.63
O -0.463 2.252 0.831  -0.27
O 1.162 4.091 0.888  -0.26
N 0.679 2.892 3.053  -0.25
C 2.114 2.843 3.265  -0.18
C 2.663 1.411 3.187  -0.09
C 1.747 0.602 2.269  -0.34
O 2.354 -0.648 2.016  0.00
C 1.950 -1.383 0.942  -0.24
C 0.983 -0.999 0.016  0.00
C 0.660 -1.841 -1.033  -0.02
C 1.286 -3.073 -1.183  -0.14
C 0.982 -4.009 -2.303  -0.45
O 1.804 -4.786 -2.754  0.06
N -0.300 -3.963 -2.740  0.06
C -0.735 -4.633 -3.937  -0.17
C -1.131 -3.618 -5.022  -0.11
C -2.309 -2.802 -4.599  -0.40
C -3.507 -2.722 -5.243  -0.36
S -4.584 -1.670 -4.411  1.00
C -3.335 -1.415 -3.240  -0.45
N -2.244 -2.050 -3.463  0.01
C 2.274 -3.437 -0.269  -0.01
C 2.597 -2.611 0.782  0.01
C 0.381 0.435 2.954  -0.10
C -0.045 1.765 3.599  -0.17
H -2.997 5.005 1.433  0.09
H -2.303 3.657 0.499  0.08
H -1.701 5.311 0.245  0.09
H -0.097 6.184 1.975  0.09
H -1.453 6.073 3.131  0.09
H 0.073 5.218 3.457  0.08
H 2.553 3.472 2.491  0.11
H 2.331 3.285 4.244  0.13
H 3.678 1.410 2.791  0.13
H 2.681 0.941 4.171  0.12
H 1.629 1.161 1.331  0.13
H 0.477 -0.048 0.090  0.10
H -0.075 -1.503 -1.750  0.10
H -0.916 -3.233 -2.409  0.09
H -1.590 -5.281 -3.709  0.13
H 0.098 -5.249 -4.283  0.12
H -0.282 -2.954 -5.200  0.13
H -1.368 -4.142 -5.948  0.12
H -3.812 -3.210 -6.145  0.07
H -3.488 -0.770 -2.398  0.07
H 2.776 -4.383 -0.403  0.12
H 3.353 -2.887 1.499  0.12
H -0.357 0.118 2.219  0.10
H 0.473 -0.345 3.712  0.13
H -1.102 1.964 3.423  0.12
H 0.137 1.756 4.677  0.13

## Properties
Gap between HOMO and LUMO in eV: 8.797
Structure (SMILES): CN(C)S(=O)(=O)N1CCC(Oc2ccc(C(=O)NCCc3cscn3)cc2)CC1

***

These records have ΔE to the lowest compared entry with this formula, charge and spin values of 3.162; 2.146; 2.022; 0.956 eV, in the order they appear.